(1)
The following is a quantum chemistry calculation of C6H4 in the gas phase, from the OMol25 dataset.

**Relative energy (zero: lowest compared OMol25 entry of this formula, charge and spin)**: 192.4 kJ/mol
**Lowest unoccupied orbital energy**: 0.2 eV
**Energy**: -230.80342 Ha
**SMILES**: C#C/C=C\C#C
**HOMO-LUMO gap**: 9.33 eV

Structure (ORCA input):
```
! wB97M-V def2-TZVPD RIJCOSX def2/J DEFGRID3
* xyz 0 1
C -2.290 -0.860 0.111
C -1.317 -0.034 -0.040
C -0.428 1.204 -0.007
C 0.869 1.155 0.009
C 1.330 -0.216 0.288
C 1.850 -1.290 -0.135
H -2.883 -1.897 -0.063
H -0.902 2.193 -0.180
H 1.418 1.986 0.044
H 2.354 -2.241 -0.027
*
```

(2)
The following is a quantum chemistry calculation of C28H25BrMnN8O2SbSe4 as an isolated structure, from the OMol25 dataset.

**Relative energy (zero: lowest compared OMol25 entry of this formula, charge and spin)**: 0.0 kJ/mol
**Lowest unoccupied orbital energy (alpha / beta)**: 2.0 / 1.5 eV
**Energy**: -15241.67172 Ha
**<S²>**: 8.849
**HOMO-LUMO gap (alpha / beta)**: 5.46 / 5.94 eV

Structure (ORCA input):
```
! wB97M-V def2-TZVPD RIJCOSX def2/J DEFGRID3
* xyz -1 6
Mn -0.341 -0.922 -0.419
N 0.353 -2.721 3.446
C -0.248 -2.274 2.321
N 0.372 -1.689 1.359
C 1.769 -1.473 1.456
N 2.386 -0.833 0.481
N 1.553 -0.470 -0.488
C 1.945 0.301 -1.501
C 0.888 0.842 -2.291
C 1.105 1.715 -3.364
C 0.027 2.264 -4.018
C -1.263 1.942 -3.604
C -1.412 1.053 -2.558
N -0.382 0.505 -1.911
C 2.465 -1.900 2.655
C 3.828 -1.693 2.868
C 4.428 -2.090 4.052
C 3.681 -2.709 5.044
C 2.323 -2.929 4.851
C 1.728 -2.527 3.669
H -0.201 -3.181 4.147
H -1.317 -2.424 2.245
H 2.991 0.519 -1.682
H 2.121 1.935 -3.666
H 0.182 2.928 -4.858
H -2.138 2.323 -4.109
H -2.398 0.726 -2.254
H 4.403 -1.210 2.093
H 5.485 -1.908 4.199
H 4.148 -3.019 5.970
H 1.727 -3.410 5.618
C -3.381 2.458 1.078
O -2.003 2.141 1.131
C -1.201 2.925 1.877
C -1.601 4.047 2.581
C -0.654 4.744 3.330
Br -1.225 6.271 4.305
C 0.665 4.372 3.372
C 1.078 3.255 2.635
C 0.145 2.519 1.920
O 0.439 1.398 1.211
C 2.505 2.890 2.649
N 3.314 3.126 3.646
C 4.545 2.644 3.233
C 5.766 2.610 3.907
C 6.847 2.051 3.256
C 6.732 1.532 1.955
C 5.532 1.554 1.272
C 4.448 2.115 1.940
N 3.127 2.275 1.589
H -3.826 2.453 2.077
H -3.839 1.681 0.473
H -3.543 3.433 0.610
H -2.627 4.379 2.566
H 1.396 4.922 3.946
H 1.167 0.902 1.614
H 5.849 3.009 4.909
H 7.807 2.009 3.754
H 7.604 1.100 1.479
H 5.430 1.135 0.280
H 2.720 2.059 0.691
Se -1.884 -4.432 -5.224
Sb -1.728 -2.525 -3.654
Se -0.447 -3.240 -1.636
Se -3.866 -1.525 -3.046
Se -0.331 -1.400 -5.300
N -2.730 -1.293 0.255
H -3.719 -1.517 0.354
H -2.737 -1.034 -0.746
H -2.318 -2.231 0.174
*
```

(3)
The following is a quantum chemistry calculation of C4H8O2 in the gas phase, from the OMol25 dataset.

**Relative energy (zero: lowest compared OMol25 entry of this formula, charge and spin)**: 186.1 kJ/mol
**Lowest unoccupied orbital energy**: 1.0 eV
**Energy**: -307.64155 Ha
**SMILES**: CCOCC=O
**HOMO-LUMO gap**: 10.66 eV

Structure (ORCA input):
```
! wB97M-V def2-TZVPD RIJCOSX def2/J DEFGRID3
* xyz 0 1
C -0.880 -1.024 -0.467
C -0.593 0.269 -1.228
O 0.347 1.176 -0.654
C 1.215 0.715 0.342
C 0.481 0.294 1.604
O 0.872 -0.544 2.379
H -0.905 -0.910 0.617
H -0.142 -1.802 -0.679
H -1.869 -1.395 -0.746
H -0.267 0.015 -2.247
H -1.515 0.851 -1.321
H 1.827 1.587 0.610
H 1.897 -0.088 0.029
H -0.468 0.855 1.760
*
```

(4)
The following is a quantum chemistry calculation of CH4NO3P as an isolated structure, from the OMol25 dataset.

**Relative energy (zero: lowest compared OMol25 entry of this formula, charge and spin)**: 412.0 kJ/mol
**Lowest unoccupied orbital energy**: -1.9 eV
**Energy**: -662.24291 Ha
**HOMO-LUMO gap**: 7.68 eV

Structure (ORCA input):
```
! wB97M-V def2-TZVPD RIJCOSX def2/J DEFGRID3
* xyz 0 1
C 2.059 0.209 -0.014
N 0.881 -0.231 -0.171
O -1.880 1.580 1.023
O -2.194 -0.771 -0.174
O -1.562 -0.824 2.197
P -1.636 0.115 1.074
H 2.422 1.046 0.644
H -0.319 -0.086 0.336
H -2.679 -0.272 -0.874
H 0.564 -0.834 -0.944
*
```

(5)
The following is a quantum chemistry calculation of C40H52IrN9OS2Te as an isolated structure, from the OMol25 dataset.

**Relative energy (zero: lowest compared OMol25 entry of this formula, charge and spin)**: 0.0 kJ/mol
**Lowest unoccupied orbital energy (alpha / beta)**: -5.4 / -7.0 eV
**Energy**: -3291.70149 Ha
**<S²>**: 6.033
**HOMO-LUMO gap (alpha / beta)**: 6.86 / 5.94 eV

Structure (ORCA input):
```
! wB97M-V def2-TZVPD RIJCOSX def2/J DEFGRID3
* xyz 2 5
Ir 2.196 -0.139 1.070
C 0.333 3.841 0.328
C 1.173 2.608 0.253
N 0.946 1.543 0.942
N -0.178 1.552 1.751
C -0.022 0.846 2.833
N -1.016 0.811 3.734
S 1.447 -0.038 3.213
C 2.389 2.586 -0.578
C 2.738 3.632 -1.421
C 3.933 3.557 -2.122
C 4.750 2.453 -1.943
C 4.330 1.454 -1.081
N 3.170 1.509 -0.429
H -0.328 3.800 1.184
H -0.277 3.950 -0.574
H 0.968 4.727 0.401
H -1.793 1.445 3.639
H -0.927 0.271 4.575
H 2.088 4.490 -1.530
H 4.225 4.357 -2.790
H 5.699 2.363 -2.453
H 4.952 0.590 -0.884
N 2.139 -1.010 -0.948
C 3.204 -1.847 -1.538
C 3.581 -3.010 -0.644
C 4.164 -2.581 0.688
N 3.130 -1.973 1.558
H 1.290 -1.566 -0.804
H 1.866 -0.292 -1.621
H 4.077 -1.220 -1.727
H 2.858 -2.214 -2.505
H 4.319 -3.619 -1.168
H 2.712 -3.653 -0.467
H 4.973 -1.860 0.551
H 4.579 -3.447 1.203
H 3.528 -1.842 2.484
H 2.329 -2.629 1.640
C 4.303 0.864 5.411
N 4.068 1.984 4.503
C 3.711 3.267 4.886
C 3.611 4.008 3.767
N 3.907 3.159 2.716
C 4.191 1.920 3.167
S 4.623 0.568 2.226
H 4.373 1.252 6.422
H 5.233 0.371 5.144
H 3.481 0.154 5.345
H 3.573 3.534 5.920
H 3.375 5.048 3.629
H 3.989 3.407 1.745
C -7.546 1.707 -2.294
C -6.278 1.095 -1.767
C -5.732 -0.042 -2.358
C -4.558 -0.619 -1.895
C -4.025 -1.861 -2.564
C -3.918 -0.008 -0.815
Te -2.015 -0.854 -0.110
N -0.158 -1.656 0.646
C -0.198 -2.785 1.386
O 0.856 -3.431 1.537
C -1.473 -3.301 1.986
C -1.779 -4.650 1.831
C -2.968 -5.155 2.337
C -3.842 -4.323 3.024
C -3.528 -2.983 3.206
C -2.349 -2.470 2.681
C -1.017 -0.618 -1.942
C -0.517 -1.757 -2.588
C -0.692 -3.172 -2.090
C 0.205 -1.580 -3.767
C 0.449 -0.323 -4.304
C 1.212 -0.161 -5.590
C -0.068 0.787 -3.640
C -0.819 0.665 -2.477
C -1.404 1.909 -1.863
C -4.448 1.111 -0.164
C -3.823 1.788 1.035
C -5.628 1.648 -0.670
H -8.050 1.040 -2.991
H -7.331 2.640 -2.819
H -8.235 1.940 -1.482
H -6.247 -0.503 -3.194
H -4.816 -2.365 -3.115
H -3.632 -2.579 -1.838
H -3.226 -1.621 -3.272
H -1.077 -5.298 1.319
H -3.208 -6.203 2.206
H -4.765 -4.722 3.425
H -4.200 -2.339 3.760
H -2.095 -1.426 2.832
H -1.487 -3.284 -1.357
H 0.226 -3.544 -1.622
H -0.922 -3.833 -2.927
H 0.578 -2.458 -4.285
H 1.789 -1.054 -5.829
H 1.893 0.691 -5.543
H 0.524 0.020 -6.419
H 0.100 1.778 -4.054
H -0.810 2.781 -2.139
H -1.449 1.858 -0.774
H -2.424 2.074 -2.221
H -3.038 1.200 1.512
H -4.585 2.000 1.786
H -3.375 2.745 0.754
H -6.059 2.517 -0.182
*
```

(6)
The following is a quantum chemistry calculation of C22H8Cl40O2 as an isolated structure, from the OMol25 dataset.

**Lowest unoccupied orbital energy**: -1.4 eV
**Energy**: -19400.79371 Ha
**HOMO-LUMO gap**: 7.25 eV

Structure (ORCA input):
```
! wB97M-V def2-TZVPD RIJCOSX def2/J DEFGRID3
* xyz 0 1
O 1.384 -1.122 1.735
C 0.749 -0.061 1.529
C 1.434 1.271 0.901
C 0.668 2.027 -0.066
C -0.775 1.393 -0.427
O -1.191 1.330 -1.609
C -1.588 0.817 0.848
C -3.141 1.064 1.047
C -3.874 1.910 -0.032
C -5.415 2.223 0.072
C -6.189 1.696 1.315
C -5.490 0.847 2.428
C -3.957 0.530 2.285
C -0.834 0.080 1.823
H 2.481 1.614 1.251
H 1.052 2.991 -0.536
H -3.346 2.355 -0.972
H -5.908 2.823 -0.771
H -7.306 1.964 1.368
H -6.045 0.474 3.350
H -3.464 -0.067 3.125
H -1.305 -0.372 2.753
C -5.496 5.656 2.827
Cl -5.238 4.353 1.644
Cl -4.520 7.073 2.375
Cl -7.215 6.105 2.849
Cl -5.010 5.094 4.441
C 1.746 -2.961 -1.354
Cl 0.880 -4.080 -0.279
Cl 2.006 -3.737 -2.930
Cl 0.784 -1.483 -1.571
Cl 3.316 -2.545 -0.634
C 5.956 -4.202 -4.000
Cl 5.903 -4.691 -2.293
Cl 5.822 -2.432 -4.113
Cl 7.494 -4.726 -4.719
Cl 4.606 -4.956 -4.874
C 1.799 -8.177 1.101
Cl 1.698 -8.187 2.875
Cl 0.591 -9.296 0.432
Cl 1.487 -6.533 0.499
Cl 3.424 -8.685 0.597
C 3.830 4.519 1.476
Cl 3.704 4.497 3.248
Cl 2.610 3.422 0.784
Cl 3.549 6.171 0.883
Cl 5.453 3.982 0.990
C 7.184 -7.349 1.351
Cl 7.483 -5.649 0.928
Cl 8.510 -7.945 2.373
Cl 5.647 -7.486 2.234
Cl 7.099 -8.319 -0.136
C -9.699 9.266 2.213
Cl -8.304 9.297 1.114
Cl -11.074 10.092 1.448
Cl -10.141 7.580 2.561
Cl -9.279 10.093 3.728
C -4.302 4.393 -3.433
Cl -4.934 3.669 -4.927
Cl -3.427 5.888 -3.824
Cl -5.653 4.773 -2.344
Cl -3.187 3.246 -2.646
C 3.495 -2.600 -8.489
Cl 4.250 -3.762 -9.602
Cl 4.397 -2.575 -6.958
Cl 3.518 -0.980 -9.218
Cl 1.815 -3.086 -8.177
C 5.850 -3.671 4.016
Cl 4.999 -3.700 2.456
Cl 4.663 -3.560 5.333
Cl 6.804 -5.159 4.203
Cl 6.932 -2.262 4.073
*
```

(7)
The following is a quantum chemistry calculation of C10H15N3O as an isolated structure, from the OMol25 dataset.

**Relative energy (zero: lowest compared OMol25 entry of this formula, charge and spin)**: 624.2 kJ/mol
**Lowest unoccupied orbital energy**: 0.7 eV
**Energy**: -629.29090 Ha
**HOMO-LUMO gap**: 8.40 eV

Structure (ORCA input):
```
! wB97M-V def2-TZVPD RIJCOSX def2/J DEFGRID3
* xyz 0 1
C 2.702 -2.128 -0.051
C 2.430 0.125 -0.127
C 2.912 1.444 -0.225
C 1.722 2.364 -0.319
C 0.307 1.930 0.025
C 0.242 0.654 0.425
C -0.859 -1.189 0.816
C -1.702 -1.334 -0.560
C -2.608 0.723 -0.484
C -1.984 0.894 0.845
H 3.398 -2.994 0.098
H 2.378 -1.978 0.963
H 1.905 -2.183 -0.853
H 4.131 1.934 0.153
H 1.789 3.399 -0.646
H -0.402 2.709 0.002
H -1.296 -1.516 1.718
H 0.128 -1.675 0.907
H -1.012 -1.084 -1.444
H -1.939 -2.521 -0.340
H -3.226 -0.665 -1.936
H -2.131 1.082 -1.455
H -3.571 1.191 -0.543
H -1.548 1.933 0.953
H -2.671 0.519 1.606
N 1.331 -0.237 0.394
N -0.837 0.114 1.044
N -3.015 -0.697 -0.704
O 3.425 -0.816 -0.262
*
```

(8)
The following is a quantum chemistry calculation of C14H36O17P3SV as an isolated structure, from the OMol25 dataset.

**Lowest unoccupied orbital energy (alpha / beta)**: -8.3 / -10.8 eV
**Energy**: -4199.86909 Ha
**<S²>**: 6.008
**HOMO-LUMO gap (alpha / beta)**: 5.59 / 3.06 eV

Structure (ORCA input):
```
! wB97M-V def2-TZVPD RIJCOSX def2/J DEFGRID3
* xyz 2 5
V 23.556 -16.206 -13.642
O 27.319 -14.959 -11.946
C 26.114 -14.758 -12.466
O 25.494 -15.732 -12.880
O 25.514 -13.702 -12.453
H 27.136 -15.882 -11.755
C 30.785 -12.375 -18.231
O 29.564 -11.702 -17.930
P 29.309 -10.987 -16.448
O 28.135 -10.034 -16.353
O 30.766 -10.230 -16.112
C 30.817 -9.324 -15.051
O 29.311 -12.220 -15.396
C 28.600 -12.006 -14.170
H 30.580 -13.307 -18.758
H 31.457 -12.567 -17.393
H 31.285 -11.583 -18.789
H 30.323 -8.369 -15.228
H 31.827 -9.258 -14.646
H 30.166 -9.676 -14.251
H 28.676 -12.940 -13.614
H 27.566 -11.666 -14.114
H 29.279 -11.470 -13.506
C 23.272 -12.403 -10.648
O 22.237 -12.020 -11.718
P 21.519 -13.223 -12.682
O 22.294 -14.507 -12.805
O 20.193 -13.491 -11.791
C 19.390 -14.488 -12.200
O 20.747 -12.496 -13.935
C 20.099 -11.240 -13.843
H 24.112 -11.712 -10.717
H 23.741 -13.367 -10.845
H 23.003 -12.259 -9.602
H 18.318 -14.290 -12.201
H 19.498 -15.147 -11.340
H 19.529 -14.953 -13.176
H 19.019 -11.320 -13.964
H 20.283 -10.643 -14.736
H 20.502 -10.658 -13.013
C 24.645 -20.114 -17.056
O 25.678 -19.623 -16.273
P 25.567 -19.035 -14.786
O 24.610 -17.899 -14.772
O 25.235 -20.234 -13.736
C 23.848 -20.622 -13.506
O 27.100 -18.628 -14.488
C 27.564 -18.415 -13.161
H 24.649 -19.819 -18.106
H 23.637 -19.839 -16.746
H 24.705 -21.181 -16.843
H 23.826 -21.712 -13.529
H 23.112 -20.350 -14.262
H 23.744 -20.189 -12.511
H 27.884 -17.374 -13.105
H 28.451 -19.047 -13.188
H 26.849 -18.613 -12.361
C 32.020 -16.067 -10.367
C 31.550 -16.061 -8.969
C 30.649 -17.291 -8.854
S 29.575 -17.324 -10.440
O 28.219 -16.769 -10.277
O 29.710 -18.561 -11.119
C 30.711 -16.096 -11.132
H 32.619 -16.940 -10.626
H 32.774 -15.318 -10.607
H 31.017 -15.140 -8.732
H 32.396 -16.015 -8.283
H 30.128 -17.429 -7.907
H 31.314 -18.153 -8.903
H 30.153 -15.176 -10.959
H 30.702 -16.116 -12.222
*
```

(9)
The following is a quantum chemistry calculation of C9H27KO12P3 as an isolated structure, from the OMol25 dataset.

**Relative energy (zero: lowest compared OMol25 entry of this formula, charge and spin)**: 0.0 kJ/mol
**Lowest unoccupied orbital energy**: -2.3 eV
**Energy**: -2886.15308 Ha
**HOMO-LUMO gap**: 10.90 eV

Structure (ORCA input):
```
! wB97M-V def2-TZVPD RIJCOSX def2/J DEFGRID3
* xyz 1 1
K -1.230 1.294 -0.299
C -1.334 -1.738 3.721
O -1.639 -0.483 4.376
P -2.612 0.523 3.636
O -2.335 0.777 2.215
O -4.057 -0.032 4.018
C -5.218 0.779 3.789
O -2.517 1.884 4.471
C -2.403 1.879 5.907
H -2.095 -2.467 3.989
H -0.377 -2.067 4.119
H -1.231 -1.552 2.654
H -5.977 0.146 3.345
H -5.013 1.645 3.154
H -5.514 1.227 4.739
H -3.149 2.561 6.304
H -1.407 2.246 6.160
H -2.482 0.873 6.315
C 3.408 -0.984 -1.359
O 2.443 -2.047 -1.382
P 1.348 -2.082 -0.233
O 0.672 -0.789 -0.007
O 0.378 -3.252 -0.771
C -0.551 -3.801 0.157
O 2.090 -2.717 1.014
C 2.791 -3.963 0.897
H 3.996 -1.057 -0.438
H 4.140 -1.157 -2.144
H 2.900 -0.027 -1.417
H -0.652 -3.260 1.095
H -0.332 -4.849 0.383
H -1.513 -3.859 -0.362
H 2.358 -4.724 1.543
H 3.819 -3.815 1.225
H 2.793 -4.295 -0.140
C 2.453 0.870 -4.870
O 1.834 1.239 -3.618
P 0.855 2.490 -3.590
O 0.357 2.728 -2.224
O 1.711 3.679 -4.193
C 2.903 4.153 -3.612
O -0.204 2.260 -4.747
C -1.509 1.758 -4.517
H 2.997 -0.051 -4.663
H 3.236 1.590 -5.118
H 1.726 0.760 -5.667
H 2.829 5.220 -3.406
H 3.754 3.992 -4.280
H 3.177 3.656 -2.676
H -1.630 1.330 -3.524
H -1.730 0.986 -5.256
H -2.259 2.525 -4.713
*
```

(10)
The following is a quantum chemistry calculation of a 2-piece molecular cluster, C10H16O overall, from the OMol25 dataset.

**Relative energy (zero: lowest compared OMol25 entry of this formula, charge and spin)**: 302.4 kJ/mol
**Lowest unoccupied orbital energy**: 1.0 eV
**Energy**: -465.78261 Ha
**SMILES**: Cc1ccc(O)cc1.CCC
**HOMO-LUMO gap**: 9.20 eV

Structure (ORCA input):
```
! wB97M-V def2-TZVPD RIJCOSX def2/J DEFGRID3
* xyz 0 1
C -2.423 -0.569 -1.830
C -1.433 0.538 -1.717
C -0.791 0.850 -0.528
C 0.402 1.492 -0.569
C 0.855 2.005 -1.720
O 2.165 2.497 -1.733
C 0.206 1.812 -2.966
C -0.958 1.008 -3.016
H -3.499 -0.235 -1.595
H -2.098 -1.311 -1.085
H -2.509 -1.089 -2.756
H -1.306 0.626 0.335
H 1.003 1.604 0.354
H 2.518 2.804 -2.538
H 0.398 2.342 -3.989
H -1.428 0.636 -3.915
C 2.007 -0.821 2.219
C 0.900 -1.388 3.253
C -0.446 -1.914 2.624
H 2.845 -0.168 2.621
H 2.563 -1.584 1.800
H 1.519 -0.221 1.433
H 0.728 -0.570 3.972
H 1.394 -2.068 3.677
H -0.541 -2.486 1.683
H -1.268 -1.139 2.664
H -0.802 -2.653 3.323
*
```

(11)
The following is a quantum chemistry calculation of C4H4O in the gas phase, from the OMol25 dataset.

**Relative energy (zero: lowest compared OMol25 entry of this formula, charge and spin)**: 400.5 kJ/mol
**Lowest unoccupied orbital energy**: -0.8 eV
**Energy**: -229.87542 Ha
**HOMO-LUMO gap**: 8.66 eV

Structure (ORCA input):
```
! wB97M-V def2-TZVPD RIJCOSX def2/J DEFGRID3
* xyz 0 1
C 0.151 1.227 0.049
C 1.326 0.887 0.749
C 0.038 -1.019 0.020
C -0.603 0.226 -0.332
O 1.369 -0.803 0.430
H -0.117 2.249 -0.197
H -0.533 -1.476 0.785
H 0.083 -1.629 -0.870
H -1.713 0.337 -0.634
*
```

| no. | M (g/mol) |
| --- | --- |
| 1 | 76.1 |
| 2 | 1078.0 |
| 3 | 88.1 |
| 4 | 109.0 |
| 5 | 1058.9 |
| 6 | 1722.4 |
| 7 | 193.2 |
| 8 | 652.4 |
| 9 | 459.3 |
| 10 | 152.2 |
| 11 | 68.1 |